[1]
The following is a quantum chemistry calculation of a gas-phase ion, C6H10NO2 (charge +1) at a distorted geometry, from the Open Molecules 2025 dataset.

Structure (XYZ):
```
19
Properties=species:S:1:pos:R:3:forces:R:3
C -1.05952 -1.60752 -0.83086 1.33 0.29 -0.65
C -1.26874 -0.25204 -0.17564 -0.49 -3.68 -1.50
O -2.28916 0.31047 -0.11540 -1.31 1.20 0.11
N -0.08479 0.33136 0.43058 0.06 0.47 -0.13
C -0.43954 0.52939 1.83688 1.59 0.66 0.57
C 0.38754 1.38610 -0.47316 3.51 3.18 0.33
C 1.61936 0.54361 -0.91234 0.67 0.87 -0.01
C 1.28513 -0.44402 0.12644 -1.08 -1.64 1.52
O 1.48978 -1.46009 0.67390 0.91 0.90 -0.48
H -1.74677 -1.76792 -1.65490 0.01 0.30 -0.11
H 0.00869 -1.74151 -1.12690 -1.09 0.17 -0.43
H -1.17236 -2.46521 -0.19316 -0.40 -0.10 0.94
H -1.46310 0.80438 1.93526 -0.48 0.91 0.05
H -0.37453 -0.45811 2.21969 0.31 -0.92 0.85
H 0.32523 1.18530 2.29852 -0.79 -0.30 -0.05
H 0.79444 2.36027 0.12539 -1.56 -2.28 -1.52
H -0.13389 1.58773 -1.39581 -1.16 0.47 0.54
H 2.58626 1.04782 -0.86665 0.04 -0.29 0.21
H 1.53596 0.10999 -1.90184 -0.08 -0.22 -0.23
```
Forces are in eV/Å.

## Properties
**Structure (SMILES)**: CC(=O)[N@+]1(C)CCC1=O
**Lowest unoccupied orbital energy**: -4.43 eV
**Charge**: +1
**Energy above the lowest of the compared OMol25 structures with the same formula, charge and spin**: 86.4 kJ/mol

[2]
The following is a quantum chemistry calculation of a gas-phase ion, C6H10NO2 (charge +1) at a distorted geometry, from the Open Molecules 2025 dataset.

Structure (XYZ):
```
19
Properties=species:S:1:pos:R:3:forces:R:3
C 1.95757 1.04304 0.42717 -2.98 0.84 0.12
C 0.48184 -0.82221 -0.22242 7.70 -2.70 -0.96
C 0.67011 1.94974 0.24053 1.41 -1.21 1.64
C -0.54743 1.08022 0.72277 1.58 1.65 -1.57
C 0.62490 -2.11688 -0.77732 0.51 -1.65 2.42
C -1.95364 -0.53656 -0.29211 1.00 0.79 -3.10
N -0.57847 -0.10988 -0.05806 -9.06 4.24 0.81
O 3.05819 1.35483 0.62753 0.49 -0.52 -0.03
O 1.48286 -0.35045 0.51004 2.62 0.62 1.08
H 0.71773 2.81475 0.93273 0.28 -0.39 -0.59
H 0.65095 2.28081 -0.78615 -0.43 0.08 -0.31
H -0.42510 0.85771 1.76853 -0.06 -0.12 0.60
H -1.41120 1.68267 0.51671 -0.75 -0.15 0.24
H -0.15418 -2.12128 -1.46718 -0.88 -1.25 -1.90
H 1.64955 -2.17741 -1.07907 0.41 -0.17 -1.14
H 0.59798 -2.99998 -0.03325 -0.61 0.94 -0.79
H -2.39055 0.22076 -1.06785 0.38 -1.27 1.59
H -2.11111 -1.54825 -0.62018 0.54 -0.33 -0.56
H -2.31999 -0.50161 0.65759 -2.14 0.62 2.44
```
Forces are in eV/Å.

## Properties
**Lowest unoccupied orbital energy (spin up / spin down)**: -3.09 / -8.88 eV
**<S²>**: 2.007
**Charge**: +1
**Energy above the lowest of the compared OMol25 structures with the same formula, charge and spin**: 120.8 kJ/mol
**Multiplicity**: 3

[3]
The following is a quantum chemistry calculation of a gas-phase ion, C6H10NOS (charge +1) at a distorted geometry, from the Open Molecules 2025 dataset.

Structure (XYZ):
```
19
Properties=species:S:1:pos:R:3:forces:R:3
C 3.43382 1.02387 0.03273 -1.82 1.84 -1.13
C 2.25022 0.14567 -0.02542 2.29 1.24 0.19
C 1.00568 0.53078 0.01946 -0.45 3.86 -0.88
C -0.01741 -0.39749 -0.05445 0.19 -1.17 0.81
O 0.36753 -1.64658 -0.19274 -2.48 -1.97 0.23
N -1.25388 -0.08910 0.13002 -2.96 1.43 -0.38
C -2.34910 -0.96074 0.13550 -2.53 0.74 -0.86
C -3.67380 -0.57357 0.03860 1.95 -0.86 1.25
S -4.70409 0.79561 -0.09124 1.67 1.94 -1.00
H 3.88685 0.65630 0.89700 0.88 0.57 2.32
H 4.22329 0.81288 -0.61911 0.84 -0.85 -1.78
H 3.23303 2.12641 -0.15037 0.17 -1.32 1.07
H 2.49673 -0.83760 0.17961 0.24 -2.19 -0.27
H 0.81195 1.64490 -0.01835 -0.22 -1.50 0.03
H -0.41575 -2.31102 -0.06720 2.11 1.66 -0.40
H -1.64206 0.88235 0.20251 1.57 -0.87 0.00
H -2.21626 -2.03397 0.04829 0.27 0.19 0.42
H -4.22314 -1.41364 0.28935 -1.34 -1.73 -0.12
H -5.79612 0.46805 0.55699 -0.39 -0.99 0.50
```
Forces are in eV/Å.

## Properties
**Structure (SMILES)**: C/C=C/C(O)=[NH+]/C=C\S
**Lowest unoccupied orbital energy (spin up / spin down)**: -4.42 / -4.42 eV
**Charge**: +1
**Energy above the lowest of the compared OMol25 structures with the same formula, charge and spin**: 179.9 kJ/mol

[4]
The following is a quantum chemistry calculation of a gas-phase ion, C6H10NOS3 (charge +1) at a distorted geometry, from the Open Molecules 2025 dataset.

Structure (XYZ):
```
21
Properties=species:S:1:pos:R:3:forces:R:3
C -0.83052 -0.71313 -0.69840 -0.33 -1.14 -1.11
C -0.25023 0.60673 -0.23131 0.63 0.34 -0.50
C -0.44178 0.69075 1.27250 -3.36 5.05 -1.59
C 1.28562 0.60044 -0.59548 -3.08 3.44 -1.39
N 1.96431 -0.42208 0.09086 1.21 -1.10 1.24
C 3.38864 -0.02272 0.16668 2.07 -0.47 -1.21
S 4.57532 -1.25255 0.70859 -0.60 0.48 0.57
S 4.28494 -0.76688 -1.27201 -0.29 0.52 0.00
S 3.47833 1.75474 0.49811 0.52 -0.90 0.29
C 1.87669 1.95474 -0.21586 0.10 -0.46 0.73
O 1.31800 2.98529 -0.33578 -0.31 0.73 -0.30
H -0.21737 -1.13764 -1.55617 -0.86 0.27 0.86
H -1.88858 -0.64533 -1.06814 1.00 -0.03 0.50
H -0.80426 -1.41921 0.16648 -0.12 0.19 -0.86
H -0.74446 1.52890 -0.70399 0.97 -1.45 0.54
H -0.02887 0.04742 1.94177 1.11 -2.31 1.67
H -1.56502 0.75586 1.37316 1.00 -0.92 0.31
H -0.27190 1.74362 1.60568 0.63 -0.71 -0.04
H 1.42853 0.66891 -1.68445 0.04 -1.11 0.11
H 1.63554 -0.34978 1.09469 -0.15 -1.10 -1.11
H 1.91553 -1.33795 -0.43858 -0.17 0.69 1.29
```
Forces are in eV/Å.

## Properties
**Structure (SMILES)**: CC(C)[C@@H]1[NH2+]C2(SS2)SC1=O
**Lowest unoccupied orbital energy**: -4.45 eV
**Charge**: +1
**Energy above the lowest of the compared OMol25 structures with the same formula, charge and spin**: 0.0 kJ/mol

[5]
The following is a quantum chemistry calculation of a single C6H10O molecule, from the Open Molecules 2025 dataset.

Structure (XYZ):
```
17
Properties=species:S:1:pos:R:3:forces:R:3
C -0.31162 1.18478 2.25943 0.02 0.07 0.03
C -0.55189 1.34810 0.77798 -0.20 -0.20 0.28
C 0.90224 0.46104 -1.12299 0.11 0.01 -0.12
C 0.34193 -0.45646 -2.15772 -0.05 -0.11 0.05
C -0.40245 -1.40224 -1.60091 0.10 0.10 -0.09
C -0.41185 -1.24838 -0.11029 -0.12 -0.07 -0.02
O 0.30294 -0.00445 0.11676 -0.01 0.12 0.01
H -0.90619 1.99542 2.70822 0.08 -0.13 -0.02
H 0.73334 1.38173 2.52456 -0.14 -0.03 -0.01
H -0.62602 0.24447 2.74825 0.03 0.11 -0.14
H -1.55945 0.94664 0.55749 0.07 0.09 0.02
H 1.98976 0.40379 -1.01216 -0.07 -0.05 -0.08
H 0.60160 1.50788 -1.22132 0.04 -0.16 0.00
H 0.52900 -0.31916 -3.21526 -0.02 -0.06 0.10
H -0.93582 -2.19118 -2.11790 0.06 0.09 0.09
H -1.41249 -1.13973 0.32038 0.12 0.01 -0.05
H 0.10485 -2.06778 0.40593 -0.01 0.20 -0.05
```
Forces are in eV/Å.

## Properties
**Lowest unoccupied orbital energy**: 0.92 eV
**Charge**: 0
**Energy above the lowest of the compared OMol25 structures with the same formula, charge and spin**: 437.4 kJ/mol

[6]
The following is a quantum chemistry calculation of a molecular structure, C6H10O at a distorted geometry, from the Open Molecules 2025 dataset.

Structure (XYZ):
```
17
Properties=species:S:1:pos:R:3:forces:R:3
C -0.48079 -0.83166 1.93949 2.50 0.16 1.52
C -0.09538 -0.27596 0.64594 0.42 -0.04 -3.51
C -0.68579 -0.89310 -0.61034 -0.60 -1.79 -0.85
C -0.10531 0.01099 -1.73432 1.73 -0.33 -1.55
C 0.53327 1.05388 -0.77108 0.71 -1.22 0.33
C 1.28477 0.04475 0.15506 0.45 0.30 -2.19
H 0.21056 -0.23878 2.59719 -0.97 -0.94 0.39
H -0.40578 -1.94087 2.13624 0.36 1.24 -0.71
H -1.46565 -0.56304 2.10311 -2.11 0.63 0.68
H -1.74140 -0.79717 -0.53965 -1.18 0.74 -0.04
H -0.67224 -2.00667 -0.69779 1.10 0.67 -0.15
H -0.84340 0.36486 -2.49408 0.49 -0.12 0.83
H 0.81381 -0.44043 -2.33209 -2.06 0.53 1.06
H 1.08253 1.99885 -1.10777 -1.31 -1.25 0.43
H 1.92904 -0.61851 -0.37644 -0.05 -1.38 -0.43
H 1.96595 0.55150 0.71493 1.30 1.69 2.60
O -0.44725 1.12961 0.28098 -0.79 1.12 1.59
```
Forces are in eV/Å.

## Properties
**Lowest unoccupied orbital energy**: 1.05 eV
**Charge**: 0
**Energy above the lowest of the compared OMol25 structures with the same formula, charge and spin**: 199.3 kJ/mol

[7]
The following is a quantum chemistry calculation of a single C6H10O molecule at a distorted geometry, from the Open Molecules 2025 dataset.

Structure (XYZ):
```
17
Properties=species:S:1:pos:R:3:forces:R:3
C -0.32087 1.52896 0.98956 -2.12 -0.37 -1.61
C -0.45851 0.17772 0.26127 1.92 1.75 1.60
C -1.04482 0.31567 -1.09822 -2.10 0.20 -0.88
C 0.14397 -0.47088 -1.66776 -0.12 0.71 2.02
O 1.30318 0.28292 -1.30884 1.12 0.97 -1.03
C 0.84699 -0.47687 -0.25954 -2.42 -1.26 -0.42
C 1.64323 -1.54261 0.48397 0.00 -0.09 -2.73
H 0.60284 1.57120 1.44391 1.94 0.42 1.37
H -1.15350 1.63696 1.69577 0.35 0.25 -0.03
H -0.39717 2.31168 0.20823 0.21 -0.15 0.79
H -0.84958 -0.53127 0.94003 -1.13 -0.91 0.39
H -2.08809 -0.13596 -1.16262 1.42 0.28 -0.31
H -1.14562 1.41758 -1.38009 0.28 -1.56 -0.14
H 0.09694 -1.02626 -2.56875 0.68 -0.71 -0.52
H 2.28455 -1.95747 -0.35078 -0.49 -0.10 1.20
H 0.93528 -2.28557 0.86114 0.25 -0.02 -0.13
H 2.28821 -1.22877 1.28028 0.22 0.60 0.40
```
Forces are in eV/Å.

## Properties
**Structure (SMILES)**: C[C@H]1C[C@H]2O[C@@]12C
**Lowest unoccupied orbital energy**: 1.04 eV
**Charge**: 0
**Energy above the lowest of the compared OMol25 structures with the same formula, charge and spin**: 229.6 kJ/mol

[8]
The following is a quantum chemistry calculation of a single C6H10O molecule at a distorted geometry, from the Open Molecules 2025 dataset.

Structure (XYZ):
```
17
Properties=species:S:1:pos:R:3:forces:R:3
C -1.81846 -0.70662 -0.18227 -0.14 -0.05 -0.17
C -0.50025 -0.14807 0.24345 -0.03 0.07 -0.23
O -0.54825 -0.11552 1.67509 0.32 -0.33 0.01
C -0.12451 1.27164 -0.25249 0.12 -0.12 -0.07
C 1.38948 1.19013 -0.18066 0.35 -0.33 0.14
C 1.80774 -0.07801 -0.09090 -0.21 0.32 0.10
C 0.66818 -1.03064 -0.30579 0.54 0.01 0.16
H -1.89362 -1.71894 0.22596 -0.19 0.11 -0.11
H -1.80278 -0.75209 -1.27113 -0.37 -0.08 -0.02
H -2.64996 -0.10361 0.18097 -0.04 -0.03 -0.09
H 0.21966 0.35161 2.04026 -0.11 -0.20 -0.39
H -0.52172 1.45287 -1.26021 0.22 -0.03 0.02
H -0.52551 2.06835 0.39657 0.04 -0.40 -0.15
H 2.04911 2.04710 -0.14771 -0.08 0.07 0.08
H 2.78699 -0.44335 0.15196 0.52 0.23 -0.30
H 0.76136 -2.01020 0.17944 -0.11 0.35 0.29
H 0.70253 -1.27468 -1.40254 -0.82 0.42 0.74
```
Forces are in eV/Å.

## Properties
**Structure (SMILES)**: CC1(O)CC=CC1
**Lowest unoccupied orbital energy**: 1.01 eV
**Charge**: 0
**Energy above the lowest of the compared OMol25 structures with the same formula, charge and spin**: 32.5 kJ/mol

[9]
The following is a quantum chemistry calculation of a single C6H10O molecule at a distorted geometry, from the Open Molecules 2025 dataset.

Structure (XYZ):
```
17
Properties=species:S:1:pos:R:3:forces:R:3
C 0.02316 -1.34569 -1.03319 -0.94 -0.28 -0.42
C -0.62675 -0.32190 -1.60687 -0.11 -0.27 -0.09
C -0.76941 1.05672 -0.96956 -0.21 -0.06 -0.06
O 0.38855 1.44189 -0.23091 -0.08 0.11 -0.08
C 0.35272 1.10623 1.14588 0.01 0.10 0.21
C 0.00432 -0.36479 1.36132 0.07 0.10 -0.25
C 0.71582 -1.17750 0.26896 0.59 0.63 -0.67
H 0.42498 -2.17059 -1.61515 -0.61 -0.12 -0.21
H -0.84719 -0.40834 -2.66136 -0.27 0.07 -0.04
H -1.65774 1.15922 -0.32934 0.04 -0.09 -0.12
H -0.86421 1.80482 -1.76391 -0.02 -0.19 0.07
H -0.34387 1.76293 1.68738 0.04 -0.04 -0.10
H 1.36599 1.30407 1.51330 -0.16 0.01 -0.07
H -1.08819 -0.49909 1.32284 0.28 -0.10 -0.17
H 0.29800 -0.65859 2.38063 0.09 -0.01 -0.39
H 1.24596 -0.51121 -0.51264 1.66 -0.11 2.84
H 1.32272 -2.01411 0.64137 -0.38 0.26 -0.47
```
Forces are in eV/Å.

## Properties
**Structure (SMILES)**: C1=CCOCCC1
**Lowest unoccupied orbital energy**: 1.08 eV
**Charge**: 0
**Energy above the lowest of the compared OMol25 structures with the same formula, charge and spin**: 205.9 kJ/mol

[10]
The following is a quantum chemistry calculation of a single C6H10O molecule, from the Open Molecules 2025 dataset.

Structure (XYZ):
```
17
Properties=species:S:1:pos:R:3:forces:R:3
O 2.33744 -0.63771 2.17271 0.12 -0.02 -0.51
C 2.53695 -0.68806 0.98192 -0.09 0.02 0.27
C 1.56144 -0.22030 -0.06751 -0.03 0.01 0.03
C 0.28851 0.39025 0.50767 -0.05 0.00 0.05
C -0.77093 0.60781 -0.54876 0.11 0.06 -0.02
C -1.69538 -0.52423 -0.90261 -0.02 -0.18 -0.10
C -2.21715 0.67203 -0.15430 -0.11 0.13 0.08
H 3.48604 -1.11068 0.58697 -0.06 0.04 0.08
H 2.09151 0.48342 -0.72627 -0.06 -0.09 0.08
H 1.32645 -1.08688 -0.70444 0.05 0.08 0.09
H 0.52999 1.33392 1.01185 -0.03 -0.12 -0.07
H -0.10033 -0.27541 1.28841 0.02 0.09 -0.12
H -0.47079 1.25411 -1.37366 -0.07 -0.10 0.13
H -1.99548 -0.65486 -1.93834 0.05 0.05 0.17
H -1.58438 -1.45502 -0.34999 0.00 0.17 -0.07
H -2.86654 1.36442 -0.68256 0.11 -0.13 0.08
H -2.45734 0.54721 0.89893 0.06 0.01 -0.18
```
Forces are in eV/Å.

## Properties
**Structure (SMILES)**: O=CCCC1CC1
**Lowest unoccupied orbital energy**: 1.06 eV
**Charge**: 0
**Energy above the lowest of the compared OMol25 structures with the same formula, charge and spin**: 65.7 kJ/mol

Copy entry 4 word for word.
The following is a quantum chemistry calculation of a gas-phase ion, C6H10NOS3 (charge +1) at a distorted geometry, from the Open Molecules 2025 dataset.

Structure (XYZ):
```
21
Properties=species:S:1:pos:R:3:forces:R:3
C -0.83052 -0.71313 -0.69840 -0.33 -1.14 -1.11
C -0.25023 0.60673 -0.23131 0.63 0.34 -0.50
C -0.44178 0.69075 1.27250 -3.36 5.05 -1.59
C 1.28562 0.60044 -0.59548 -3.08 3.44 -1.39
N 1.96431 -0.42208 0.09086 1.21 -1.10 1.24
C 3.38864 -0.02272 0.16668 2.07 -0.47 -1.21
S 4.57532 -1.25255 0.70859 -0.60 0.48 0.57
S 4.28494 -0.76688 -1.27201 -0.29 0.52 0.00
S 3.47833 1.75474 0.49811 0.52 -0.90 0.29
C 1.87669 1.95474 -0.21586 0.10 -0.46 0.73
O 1.31800 2.98529 -0.33578 -0.31 0.73 -0.30
H -0.21737 -1.13764 -1.55617 -0.86 0.27 0.86
H -1.88858 -0.64533 -1.06814 1.00 -0.03 0.50
H -0.80426 -1.41921 0.16648 -0.12 0.19 -0.86
H -0.74446 1.52890 -0.70399 0.97 -1.45 0.54
H -0.02887 0.04742 1.94177 1.11 -2.31 1.67
H -1.56502 0.75586 1.37316 1.00 -0.92 0.31
H -0.27190 1.74362 1.60568 0.63 -0.71 -0.04
H 1.42853 0.66891 -1.68445 0.04 -1.11 0.11
H 1.63554 -0.34978 1.09469 -0.15 -1.10 -1.11
H 1.91553 -1.33795 -0.43858 -0.17 0.69 1.29
```
Forces are in eV/Å.

## Properties
**Structure (SMILES)**: CC(C)[C@@H]1[NH2+]C2(SS2)SC1=O
**Lowest unoccupied orbital energy**: -4.45 eV
**Charge**: +1
**Energy above the lowest of the compared OMol25 structures with the same formula, charge and spin**: 0.0 kJ/mol

> Look up the charge of the second one.

+1